# 1
# C37H97N3O15

A 10-piece molecular cluster, C37H97N3O15 overall at a distorted geometry (ωB97M-V with the def2-TZVPD basis set, OMol25).

Cartesian coordinates (Å):
C  -0.2957  -2.2082  11.0793
O  -1.2272  -2.3780  10.0495
C  -0.9456  -3.5010  9.2612
C  -1.9167  -3.5074  8.0978
N  -3.2579  -3.8186  8.5779
C  -4.3150  -3.6961  7.5920
C  -5.6568  -3.7037  8.2955
O  -5.7077  -2.6798  9.2815
C  -6.0357  -1.4141  8.7613
H  -0.1537  -3.1289  11.6544
H  -0.6799  -1.4258  11.7327
H  0.6711  -1.8635  10.6909
H  -1.0705  -4.4194  9.8548
H  0.0848  -3.4671  8.8817
H  -1.6151  -4.2512  7.3612
H  -1.8864  -2.4872  7.6821
H  -3.5588  -3.2053  9.3340
H  -4.2915  -4.4807  6.8238
H  -4.2540  -2.7501  7.0223
H  -5.8414  -4.6268  8.8380
H  -6.4364  -3.5535  7.5453
H  -5.3109  -1.0320  8.0267
H  -6.0062  -0.6815  9.5689
H  -7.0336  -1.4259  8.3109
C  1.7396  -14.3940  4.2155
O  0.7585  -14.2515  5.2050
C  0.9089  -13.0824  5.9455
C  -0.1111  -13.0968  7.0590
N  -1.4895  -12.9834  6.6278
C  -1.8164  -11.6312  6.1754
C  -3.1911  -11.5715  5.5572
O  -3.2409  -12.4340  4.4462
C  -4.0065  -11.9432  3.3836
H  2.7321  -14.4892  4.6786
H  1.7746  -13.5104  3.5623
H  1.4923  -15.2748  3.6338
H  0.8355  -12.2032  5.2839
H  1.9369  -13.0144  6.3485
H  0.1264  -12.2593  7.7251
H  0.0294  -14.0241  7.6169
H  -1.5878  -13.6017  5.8235
H  -1.1185  -11.2657  5.4049
H  -1.7510  -10.9396  7.0149
H  -3.3408  -10.5275  5.2446
H  -3.9618  -11.7829  6.3144
H  -3.5549  -11.0613  2.9115
H  -5.0131  -11.6300  3.7111
H  -4.1450  -12.7502  2.6675
C  -10.2513  -6.2197  -0.7559
O  -9.9691  -6.7056  0.5129
C  -8.6802  -6.3590  0.9226
C  -8.4843  -6.7425  2.3501
N  -9.2730  -5.9544  3.2540
C  -8.8036  -6.0374  4.6333
C  -9.8042  -5.4036  5.5559
O  -10.9987  -6.1377  5.4972
C  -12.0768  -5.4187  6.0528
H  -9.6149  -6.6403  -1.5458
H  -10.1661  -5.1223  -0.7843
H  -11.2833  -6.4544  -1.0198
H  -8.5150  -5.2758  0.8175
H  -7.9120  -6.8586  0.3100
H  -7.4117  -6.7426  2.5322
H  -8.7818  -7.8040  2.4572
H  -10.2335  -6.2738  3.2742
H  -7.8188  -5.5851  4.7868
H  -8.7050  -7.1060  4.9130
H  -9.9761  -4.3427  5.3213
H  -9.4228  -5.4260  6.5921
H  -12.1837  -4.4524  5.5408
H  -11.8954  -5.2072  7.1142
H  -12.9727  -6.0201  5.9407
C  -10.8031  -8.1975  10.8143
C  -10.8544  -7.5163  9.4507
C  -11.2295  -8.4989  8.3686
O  -11.7667  -6.4165  9.4655
H  -10.3471  -9.1917  10.7238
H  -11.7960  -8.4366  11.2223
H  -10.2423  -7.7027  11.6079
H  -9.8486  -7.1112  9.3302
H  -10.4996  -9.3124  8.2888
H  -11.2009  -8.0152  7.3880
H  -12.2100  -8.9524  8.5302
H  -12.6119  -6.7608  9.7747
C  -7.8717  -11.6504  7.0605
C  -7.2191  -11.5659  5.7234
C  -7.3450  -12.8769  4.9706
O  -7.8687  -10.5215  5.0032
H  -7.7362  -10.7522  7.6679
H  -7.4798  -12.5006  7.6241
H  -8.9501  -11.7866  6.9444
H  -6.1513  -11.3265  5.8300
H  -8.3843  -13.2162  4.9606
H  -6.8002  -13.6803  5.4820
H  -6.9497  -12.8304  3.9558
H  -7.7190  -10.6257  4.0592
C  -4.6369  -6.3643  2.6201
C  -4.3150  -7.3732  3.7097
C  -5.3710  -8.4721  3.8569
O  -3.0436  -7.9338  3.4592
H  -5.5353  -5.8197  2.9145
H  -4.8377  -6.8519  1.6638
H  -3.7921  -5.6814  2.5460
H  -4.3531  -6.8472  4.6796
H  -6.3498  -7.9952  3.9130
H  -5.1972  -9.0007  4.7993
H  -5.2745  -9.2082  3.0565
H  -2.6579  -8.2507  4.2886
C  0.4816  -8.3123  6.2596
C  -0.8681  -7.6773  6.5129
C  -1.0076  -6.3769  5.7364
O  -1.8486  -8.6149  6.0756
H  0.6683  -8.3844  5.1866
H  0.5471  -9.3225  6.6720
H  1.2902  -7.7500  6.7334
H  -1.0170  -7.5067  7.5859
H  -0.3757  -5.5806  6.1364
H  -2.0446  -6.0226  5.7172
H  -0.7586  -6.5396  4.6842
H  -2.6989  -8.4047  6.5086
C  -2.2119  -6.5823  11.5833
C  -3.4437  -6.8632  10.7594
C  -4.6094  -5.9999  11.2770
O  -3.2237  -6.5306  9.3736
H  -2.3547  -7.0901  12.5492
H  -2.0331  -5.5348  11.8327
H  -1.2902  -6.9917  11.1654
H  -3.7316  -7.9102  10.8303
H  -5.5194  -6.2744  10.7327
H  -4.4110  -4.9417  11.1264
H  -4.8262  -6.2202  12.3280
H  -3.1204  -5.5546  9.2335
O  -7.3143  -7.5175  8.6121
C  -6.6903  -7.9393  7.3932
C  -5.3890  -8.6834  7.6474
O  -4.2066  -7.9950  7.2664
H  -7.4212  -8.3455  9.1130
H  -7.3862  -8.6043  6.8726
H  -6.4727  -7.0822  6.7577
H  -5.3760  -9.6216  7.0807
H  -5.2945  -8.9880  8.6960
H  -4.0000  -7.2956  7.9317
O  -5.5180  -10.0854  13.0853
C  -5.8235  -10.0748  11.7176
C  -7.2600  -9.6475  11.4773
O  -7.6756  -9.8738  10.1281
H  -5.5845  -9.1827  13.4125
H  -5.1463  -9.4002  11.1767
H  -5.6764  -11.0692  11.2976
H  -7.4167  -8.5898  11.6949
H  -7.8860  -10.2187  12.1727
H  -7.8705  -10.7962  9.9434

Properties
largest force on an atom	2.00	eV/A
highest occupied orbital energy	-8.42	eV
SMILES string	COCCNCCOC.COCCNCCOC.COCCNCCOC.CC(C)O.CC(C)O.CC(C)O.CC(C)O.CC(C)O.OCCO.OCCO
charge	0
E_LUMO	0.0165	Ha
Kohn-Sham gap	8.87	eV

# 2
# C38H101N7O12

A 9-piece molecular cluster, C38H101N7O12 overall at a distorted geometry (ωB97M-V with the def2-TZVPD basis set, OMol25).

Cartesian coordinates (Å):
C  -5.4377  -3.8495  3.3255
O  -4.7161  -5.0837  3.1364
C  -5.7010  -6.1675  2.8627
C  -5.0491  -7.5347  2.9872
C  -4.0939  -7.9863  1.9119
N  -6.1516  -8.4455  3.0416
H  -6.1649  -3.6441  2.5400
H  -4.6704  -3.1013  3.1268
H  -5.8927  -3.8054  4.3150
H  -6.5507  -5.9874  3.5212
H  -6.0388  -6.1349  1.8268
H  -4.4029  -7.6974  3.8498
H  -3.2561  -7.2898  1.8804
H  -4.5455  -7.9522  0.9204
H  -3.8889  -9.0132  2.2145
H  -6.6873  -8.1573  3.8478
H  -5.8042  -9.3158  3.4184
C  -7.0863  -15.0379  11.4088
O  -7.3369  -15.1479  10.0279
C  -6.3409  -16.0190  9.3601
C  -5.4955  -15.0840  8.4607
C  -4.5179  -15.7260  7.4795
N  -4.7727  -14.0399  9.1945
H  -7.8680  -14.3837  11.7949
H  -6.0870  -14.6323  11.5670
H  -7.1564  -16.0682  11.7577
H  -5.7415  -16.5180  10.1216
H  -7.0002  -16.7511  8.8937
H  -6.1589  -14.6025  7.7422
H  -4.8449  -16.4417  6.7253
H  -3.6355  -16.1984  7.9109
H  -4.1179  -15.0355  6.7369
H  -4.3495  -13.3133  8.6349
H  -5.4376  -13.5821  9.8015
C  -6.3870  -4.4527  10.5078
O  -5.4765  -5.1932  9.6726
C  -5.2882  -6.4954  10.1807
C  -5.5213  -7.6142  9.0935
C  -6.8931  -7.5761  8.3900
N  -5.4597  -8.9239  9.7556
H  -6.2287  -3.4088  10.2370
H  -6.1181  -4.3620  11.5602
H  -7.4140  -4.8108  10.4363
H  -4.2852  -6.7488  10.5241
H  -5.8610  -6.6339  11.0977
H  -4.7313  -7.3535  8.3891
H  -7.2167  -6.6324  7.9509
H  -7.5745  -7.7551  9.2216
H  -7.0066  -8.3726  7.6545
H  -5.9797  -8.7008  10.5922
H  -4.6131  -8.9302  10.3064
C  -2.9270  -11.4068  -1.5217
O  -3.7963  -11.7208  -0.3884
C  -4.3333  -13.0474  -0.3402
C  -5.1889  -13.0606  0.9219
C  -4.3916  -12.8001  2.1684
N  -6.1268  -14.1490  1.0711
H  -2.5008  -10.4179  -1.3528
H  -3.6084  -11.5801  -2.3547
H  -2.0319  -12.0200  -1.6265
H  -4.8386  -13.1065  -1.3042
H  -3.5247  -13.7779  -0.3659
H  -5.7579  -12.1427  0.7738
H  -5.1378  -12.6630  2.9509
H  -3.8272  -11.8709  2.0900
H  -3.6370  -13.5692  2.3335
H  -5.7013  -14.9737  0.6724
H  -6.1926  -14.2977  2.0680
C  -7.7635  -11.3788  10.6261
O  -8.9101  -10.6541  10.8515
C  -9.8711  -10.2824  9.8982
C  -10.8369  -11.4914  9.5819
N  -10.1929  -12.2700  8.4562
C  -11.0410  -13.0017  7.5437
C  -10.2244  -14.1331  6.9079
O  -9.9598  -15.2008  7.8338
C  -9.4597  -16.3823  7.2253
H  -7.2537  -11.2001  9.6794
H  -7.9742  -12.4384  10.7706
H  -7.0574  -11.0662  11.3954
H  -9.4659  -9.8664  8.9758
H  -10.5059  -9.5017  10.3173
H  -11.8702  -11.2327  9.3507
H  -10.8043  -12.2978  10.3145
H  -9.4828  -12.8874  8.8232
H  -11.3779  -12.3181  6.7644
H  -11.8997  -13.3718  8.1038
H  -9.3065  -13.8096  6.4170
H  -10.9224  -14.5519  6.1830
H  -10.2058  -16.7065  6.4998
H  -9.0143  -17.1011  7.9131
H  -8.5172  -16.1102  6.7502
C  -10.6707  -4.0643  10.5350
O  -10.8872  -3.5503  9.1545
C  -9.7010  -3.3578  8.3913
C  -9.0698  -4.6007  7.7388
N  -9.8422  -5.0209  6.5239
C  -9.6339  -6.4736  6.2740
C  -8.4488  -6.8717  5.2846
O  -7.9139  -8.2125  5.2548
C  -8.9992  -9.1691  5.2620
H  -10.2895  -3.2237  11.1148
H  -10.0138  -4.9338  10.5138
H  -11.4977  -4.3973  11.1621
H  -8.8673  -2.9756  8.9804
H  -9.9050  -2.5812  7.6542
H  -9.1748  -5.3892  8.4840
H  -8.0216  -4.4231  7.4984
H  -10.8122  -4.8247  6.7257
H  -10.5399  -6.8619  5.8087
H  -9.6476  -7.1394  7.1369
H  -7.5259  -6.4005  5.6225
H  -8.6589  -6.5037  4.2803
H  -8.6134  -10.0876  5.7043
H  -9.3219  -9.4153  4.2504
H  -9.7837  -9.0120  6.0022
C  -1.2577  -9.8765  4.1797
O  -1.8481  -8.6223  4.4449
C  -1.1202  -7.4434  4.0928
C  -1.9696  -6.1300  4.5292
N  -1.9475  -5.7326  5.9731
C  -2.7685  -6.5128  6.8998
C  -1.9414  -7.7361  7.4775
O  -0.8374  -7.3638  8.2832
C  -1.2081  -6.5913  9.4010
H  -1.5493  -10.3839  3.2601
H  -1.4777  -10.4849  5.0569
H  -0.1865  -9.7105  4.2937
H  -1.0841  -7.4294  3.0034
H  -0.1289  -7.3555  4.5374
H  -2.9535  -6.2686  4.0811
H  -1.5799  -5.2548  4.0093
H  -1.0832  -5.9525  6.4472
H  -3.6979  -6.7132  6.3667
H  -3.1084  -5.8903  7.7275
H  -1.6595  -8.4492  6.7028
H  -2.6506  -8.3296  8.0546
H  -1.8212  -5.7216  9.1647
H  -0.3547  -6.1422  9.9090
H  -1.6596  -7.2460  10.1463
C  -5.9989  -11.3556  6.1843
C  -4.6115  -11.2253  6.6573
O  -4.5034  -11.1943  8.0607
H  -6.7526  -10.6987  6.6187
H  -6.3409  -12.3695  6.3922
H  -6.0673  -11.2065  5.1068
H  -4.0772  -10.3402  6.3121
H  -3.9285  -12.0517  6.4608
H  -4.9463  -10.4487  8.4725
C  -1.0244  -11.3913  9.5011
C  -1.6947  -12.7290  9.1554
O  -2.0662  -13.4168  10.3597
H  -0.5452  -10.8400  8.6920
H  -0.2735  -11.5774  10.2689
H  -1.7613  -10.6653  9.8447
H  -1.0120  -13.3244  8.5491
H  -2.5321  -12.6287  8.4648
H  -2.9548  -13.6757  10.1048

Properties
largest force on an atom	3.24	eV/A
energy relative to the best compared isomer or geometry (same formula, charge and spin)	532.4	kJ/mol
highest occupied orbital energy	-8.33	eV
SMILES string	COC[C@H](C)N.COC[C@H](C)N.COC[C@H](C)N.COC[C@H](C)N.COCCNCCOC.COCCNCCOC.COCCNCCOC.CCO.CCO
charge	0
E_LUMO	0.0150	Ha
Kohn-Sham gap	8.74	eV